Below is a molecular structure, C20H18F6N5O7PRu, with properties calculated with the ωB97M-V functional and the def2-TZVPD basis.

Cartesian coordinates (Å):
Ru (0.06467, -0.51241, -0.20106)
O (1.72156, -3.74283, -2.65050)
C (1.39424, -2.87171, -1.75546)
O (0.44915, -2.07407, -1.86933)
C (2.21881, -2.85027, -0.52152)
C (3.33108, -3.60882, -0.21948)
C (3.93984, -3.40009, 1.02411)
C (3.41709, -2.46753, 1.90882)
C (2.28748, -1.76008, 1.51349)
N (1.73265, -1.95469, 0.33517)
C (1.56268, -0.71525, 2.31050)
O (1.88538, -0.28524, 3.36306)
O (0.42739, -0.26790, 1.65812)
H (1.15037, -3.70595, -3.44022)
H (3.71217, -4.33802, -0.92211)
H (4.81723, -3.97281, 1.29417)
H (3.85534, -2.27984, 2.88060)
O (-3.90242, 1.57818, 1.36910)
C (-4.70197, 1.70521, 2.45717)
N (-4.80648, 0.49078, 3.16869)
C (-4.48131, -0.87307, 2.82147)
O (-4.89833, -1.68287, 3.59888)
C (-3.75415, -1.24641, 1.56416)
C (-4.41608, -2.05113, 0.64005)
C (-3.73570, -2.47819, -0.48747)
C (-2.41995, -2.10684, -0.65081)
N (-1.77172, -1.36558, 0.27321)
C (-2.42743, -0.92969, 1.36611)
H (-3.92156, 2.36522, 0.80251)
H (-5.74830, 2.03565, 2.24016)
H (-4.35925, 2.46367, 3.20181)
H (-5.31566, 0.53288, 4.05765)
H (-5.45034, -2.33516, 0.79409)
H (-4.22064, -3.08722, -1.23709)
H (-1.85539, -2.39079, -1.52741)
H (-1.86100, -0.31876, 2.05568)
F (-0.83870, 0.34330, -1.90213)
P (-1.80790, 1.81083, -1.44412)
F (-2.60614, 3.01615, -0.83752)
F (-2.26164, 1.93259, -2.91825)
F (-1.16977, 1.43006, 0.11073)
F (-0.48827, 2.63354, -1.68429)
F (-2.96863, 0.76993, -1.10538)
N (4.53020, 4.45180, -2.67706)
C (4.61246, 3.58912, -1.65343)
O (5.56102, 3.41965, -0.92252)
C (3.42733, 2.69006, -1.37751)
C (3.00220, 1.72060, -2.28510)
C (2.06164, 0.80094, -1.89227)
N (1.54322, 0.81537, -0.64283)
C (1.91232, 1.78216, 0.23181)
C (2.85946, 2.71381, -0.10482)
H (5.32225, 5.04731, -2.86981)
H (3.68778, 4.58938, -3.20757)
H (3.41054, 1.67053, -3.28568)
H (1.68620, 0.04865, -2.57236)
H (1.43127, 1.77828, 1.19859)
H (3.17375, 3.44756, 0.62517)

Cartesian forces (eV/Å) of the 2 atoms listed first:
Ru 0.5 0.1 0.1
O 0.0 0.0 0.0

Summary:
Orbital gap (spin up / spin down), eV: 6.651 / 4.059
E_tot, eV: -70967.261
Charge: +3
Energy relative to the best compared isomer or geometry (same formula, charge and spin), kcal per mole: 0.0
Spin multiplicity: 6
⟨S²⟩: 8.7862
E_HOMO (spin up / spin down), eV: -17.03 / -16.96